{"formula": "C8H12Cl2N2O2", "method": "wB97M-V/def2-TZVPD", "species": ["C", "C", "C", "C", "C", "C", "C", "C", "N", "N", "O", "O", "Cl", "Cl", "H", "H", "H", "H", "H", "H", "H", "H", "H", "H", "H", "H"], "positions_angstrom": [[0.060, -0.117, -1.210], [0.008, 0.274, 1.095], [-1.291, 0.239, 0.261], [1.051, 0.208, -0.082], [0.004, -1.546, -1.641], [-0.147, 0.887, -2.285], [0.092, -0.964, 1.989], [0.127, 1.519, 1.960], [-1.966, -0.908, 0.187], [1.960, -0.874, 0.114], [-3.113, -0.970, -0.260], [3.152, -0.658, 0.100], [-2.122, 1.770, -0.047], [1.926, 1.771, -0.382], [-0.885, -1.731, -2.238], [0.023, -2.224, -0.795], [0.883, -1.745, -2.258], [0.744, 0.892, -2.916], [-0.278, 1.890, -1.888], [-1.001, 0.621, -2.901], [1.047, -0.983, 2.507], [-0.018, -1.880, 1.420], [-0.708, -0.921, 2.724], [1.074, 1.503, 2.494], [-0.686, 1.522, 2.684], [0.065, 2.426, 1.368]], "atomic_forces_ev_per_a": [[-1.65, 0.17, 1.44], [0.10, 0.06, 0.40], [2.05, 1.64, -2.29], [-0.22, 1.83, -0.01], [0.04, -0.13, 0.03], [-0.01, 0.16, -0.01], [0.00, -0.08, -0.09], [-0.01, -0.04, -0.09], [-1.93, -2.11, -0.22], [2.33, -1.08, 0.08], [1.15, 0.57, 0.38], [-1.66, 0.01, 0.02], [-0.10, -0.34, 0.17], [-0.10, -0.43, 0.11], [-0.08, 0.01, -0.03], [-0.01, -0.11, -0.08], [0.07, -0.03, -0.10], [0.07, 0.00, -0.08], [0.00, -0.02, -0.12], [-0.10, -0.08, 0.01], [0.09, 0.01, 0.10], [0.02, -0.08, 0.09], [-0.08, 0.02, 0.05], [0.09, 0.03, 0.05], [-0.06, -0.02, 0.07], [0.03, 0.05, 0.10]], "fmax_ev_per_a": 3.487, "total_charge": 0, "molar_mass_g_mol": 239.10, "lumo_energy_ev": -1.0455, "orbital_gap_ev": 7.98}



{"formula": "C8H12ClN4O4", "method": "wB97M-V/def2-TZVPD", "species": ["Cl", "O", "O", "O", "O", "C", "C", "N", "H", "H", "H", "C", "C", "N", "H", "H", "H", "C", "C", "N", "H", "H", "H", "C", "C", "N", "H", "H", "H"], "positions_angstrom": [[0.168, 1.533, 0.607], [0.475, 0.912, 1.872], [0.487, 2.936, 0.622], [0.949, 0.862, -0.416], [-1.263, 1.418, 0.454], [-2.024, 3.675, -2.097], [-2.659, 3.810, -3.412], [-3.224, 3.807, -4.407], [-2.422, 2.784, -1.621], [-2.175, 4.537, -1.448], [-0.940, 3.671, -2.213], [-3.465, -1.689, 1.718], [-2.763, -2.145, 2.914], [-2.223, -2.506, 3.857], [-3.434, -2.462, 0.950], [-3.043, -0.744, 1.378], [-4.526, -1.546, 1.931], [1.115, -2.653, 1.452], [1.678, -3.444, 2.537], [2.077, -4.133, 3.362], [0.027, -2.591, 1.474], [1.299, -3.238, 0.547], [1.503, -1.638, 1.420], [3.595, -0.172, -2.117], [4.959, -0.228, -1.580], [6.033, -0.261, -1.172], [3.138, 0.710, -1.667], [3.055, -1.042, -1.745], [3.601, -0.163, -3.201]], "atomic_forces_ev_per_a": [[0.07, 0.12, 1.52], [0.51, 0.01, 0.16], [0.34, 0.10, -0.22], [-0.61, 0.04, -0.44], [-0.39, -0.43, -1.20], [0.30, 0.55, -0.24], [0.07, -0.07, 0.88], [-0.15, 0.16, -0.56], [0.38, -0.11, 0.17], [-0.49, 0.00, -0.15], [-0.02, -0.61, 0.01], [-0.27, -0.04, 0.09], [-0.32, 0.15, -0.40], [0.20, -0.18, 0.34], [0.31, 0.13, -0.10], [0.10, -0.10, -0.17], [0.08, 0.11, 0.20], [-0.26, -0.36, -0.49], [-0.50, 0.10, 0.15], [0.21, -0.04, 0.10], [0.03, 0.03, 0.60], [0.37, 0.45, -0.18], [0.13, -0.05, -0.14], [0.39, -0.02, 0.90], [0.15, -0.11, -0.30], [-0.13, -0.01, -0.03], [-0.32, -0.01, -0.35], [-0.12, 0.03, -0.11], [-0.03, 0.15, -0.04]], "fmax_ev_per_a": 1.530, "total_charge": -1, "molar_mass_g_mol": 263.66, "lumo_energy_ev": 2.7083, "orbital_gap_ev": 9.49}



{"formula": "C8H12EuO6", "method": "wB97M-V/def2-TZVPD", "species": ["O", "Eu", "O", "C", "O", "C", "C", "C", "H", "H", "H", "H", "H", "C", "H", "H", "C", "C", "O", "C", "O", "O", "H", "H", "H", "H", "H"], "positions_angstrom": [[-0.355, -1.513, -2.457], [2.679, -1.913, -5.463], [1.695, -0.901, -3.008], [0.723, -0.831, -2.269], [0.787, -0.229, -1.082], [1.724, -0.630, -0.169], [-1.509, -1.343, -1.577], [-2.695, -1.989, -2.242], [-1.273, -1.808, -0.613], [-1.654, -0.267, -1.430], [-2.468, -3.018, -2.546], [-3.520, -2.008, -1.517], [-3.014, -1.423, -3.127], [2.424, 0.378, 0.480], [3.249, 0.063, 1.123], [2.479, 1.329, -0.061], [0.870, -0.330, 1.488], [-0.007, 0.919, 1.638], [0.558, 1.825, 2.591], [-0.161, 2.888, 2.908], [-1.230, 3.186, 2.434], [0.429, 3.510, 3.921], [1.385, -1.289, 1.690], [0.293, -0.845, 2.292], [-1.000, 0.613, 1.994], [-0.231, 1.463, 0.712], [-0.177, 4.164, 4.292]], "atomic_forces_ev_per_a": [[-1.01, 0.04, -1.05], [-0.32, 0.29, 0.75], [-0.35, 0.06, -0.84], [1.99, -1.31, 0.89], [-0.92, 1.12, -1.24], [-2.09, -0.26, 3.44], [0.01, 0.23, 0.35], [-0.16, -0.06, -0.11], [0.05, 0.11, -0.20], [-0.04, -0.27, 0.04], [-0.07, 0.23, 0.15], [0.16, -0.02, -0.27], [0.07, -0.16, 0.23], [0.76, -0.79, -0.56], [-0.51, 0.56, -0.01], [0.03, 0.27, 0.62], [0.28, 1.32, -2.52], [-0.04, -0.02, 0.24], [0.83, 0.05, -0.03], [-1.27, -0.03, 0.36], [0.35, -0.05, -0.17], [0.47, 0.12, 0.29], [1.79, 0.27, 0.83], [-0.73, -1.63, -0.93], [0.26, 0.20, 0.13], [0.52, -0.36, -0.12], [-0.07, 0.10, -0.26]], "fmax_ev_per_a": 4.027, "total_charge": 1, "molar_mass_g_mol": 356.14, "lumo_energy_ev": [-4.1529, -3.9553], "orbital_gap_ev": [3.76, 6.79], "spin_multiplicity": 9}



{"formula": "C8H12F3O2Si", "method": "wB97M-V/def2-TZVPD", "species": ["C", "C", "C", "C", "C", "C", "C", "C", "O", "O", "F", "F", "F", "Si", "H", "H", "H", "H", "H", "H", "H", "H", "H", "H", "H", "H"], "positions_angstrom": [[-2.599, -0.858, -2.370], [-3.465, 0.160, -2.269], [-1.339, -0.770, -1.736], [-2.901, 1.340, -1.519], [2.324, -1.485, 1.140], [-0.341, 0.751, 1.662], [2.166, 1.090, -0.376], [-3.824, 1.654, -0.296], [-1.673, 1.011, -1.047], [-0.331, -1.165, -1.334], [-5.086, 1.947, -0.658], [-3.850, 0.644, 0.568], [-3.319, 2.700, 0.447], [1.306, 0.110, 0.974], [-2.883, -1.609, -3.036], [-4.326, 0.025, -2.937], [-2.917, 2.065, -2.398], [1.753, -2.409, 1.452], [2.930, -1.597, 0.254], [2.997, -1.405, 1.904], [-0.697, 1.375, 0.802], [-1.188, -0.058, 1.734], [-0.192, 1.254, 2.628], [1.965, 2.134, -0.307], [3.244, 0.740, -0.261], [1.776, 0.914, -1.528]], "atomic_forces_ev_per_a": [[-0.23, 0.67, -0.16], [0.84, -0.90, -0.46], [-0.71, 3.00, 1.99], [-0.91, -0.35, -0.41], [-3.12, -0.41, -0.53], [-0.59, -1.68, -0.83], [-0.35, -1.68, -1.74], [0.42, 1.72, 0.32], [0.58, -1.86, -1.09], [0.04, -0.42, -0.47], [0.66, -0.10, 0.09], [-0.13, -0.62, -0.31], [-0.50, -0.60, -1.13], [-0.39, -0.62, -1.59], [0.24, -1.66, -0.65], [-0.16, 0.85, 0.86], [-0.01, 0.27, 1.46], [0.36, 0.99, -0.81], [-0.19, -0.21, -0.52], [2.03, 0.60, 2.38], [0.34, 0.04, 0.94], [1.87, 1.22, 0.16], [-0.26, 0.05, -0.38], [0.44, 0.99, 0.43], [-1.17, 1.00, -0.55], [0.91, -0.27, 3.00]], "fmax_ev_per_a": 3.664, "total_charge": 1, "molar_mass_g_mol": 225.26, "lumo_energy_ev": -4.9218, "orbital_gap_ev": 8.75}



{"formula": "C8H12F6IrO2S4", "method": "wB97M-V/def2-TZVPD", "species": ["Ir", "S", "S", "S", "S", "C", "C", "C", "C", "O", "H", "H", "H", "H", "H", "H", "H", "H", "H", "C", "C", "O", "C", "F", "F", "F", "C", "F", "F", "F", "H", "H", "H"], "positions_angstrom": [[0.279, 0.229, 0.536], [2.366, 0.580, 0.143], [3.166, 0.794, 3.456], [2.428, -1.000, 3.363], [0.660, -1.181, 2.337], [-2.527, 2.296, -1.032], [-1.444, 2.638, -0.012], [-1.058, 4.108, -0.133], [-1.965, 2.374, 1.402], [-0.274, 1.886, -0.317], [-3.431, 2.887, -0.856], [-2.767, 1.234, -0.956], [-2.156, 2.494, -2.043], [-1.938, 4.745, -0.019], [-0.608, 4.291, -1.113], [-0.326, 4.365, 0.636], [-2.798, 3.044, 1.630], [-1.164, 2.551, 2.126], [-2.305, 1.342, 1.499], [-3.730, -1.558, -0.168], [-2.205, -1.704, -0.149], [-1.643, -0.626, 0.468], [-1.879, -3.036, 0.596], [-2.653, -4.073, 0.180], [-2.120, -2.882, 1.905], [-0.607, -3.427, 0.455], [-1.728, -1.839, -1.626], [-2.123, -0.760, -2.331], [-0.401, -1.925, -1.754], [-2.254, -2.922, -2.245], [-4.078, -1.477, 0.862], [-4.213, -2.405, -0.651], [-3.983, -0.643, -0.701]], "atomic_forces_ev_per_a": [[0.91, -0.13, 0.01], [-0.76, -0.06, 0.20], [-0.14, -0.02, 0.02], [0.21, -0.01, -0.15], [-0.30, 0.12, -0.06], [0.07, -0.13, -0.09], [-0.14, -0.11, 0.02], [0.15, 0.04, -0.09], [0.17, -0.10, 0.04], [-0.25, 0.07, -0.03], [0.04, -0.01, -0.02], [0.00, 0.12, -0.02], [-0.06, -0.01, 0.06], [0.04, 0.02, 0.01], [-0.04, 0.00, 0.07], [-0.03, 0.01, -0.05], [0.02, 0.00, -0.02], [-0.06, -0.01, -0.01], [0.00, 0.04, 0.02], [-0.04, 0.05, 0.04], [0.19, -0.08, -0.24], [0.05, -0.06, 0.07], [-0.04, 0.12, 0.03], [0.13, 0.13, 0.06], [0.00, -0.08, -0.03], [-0.07, -0.01, 0.02], [-0.02, 0.18, 0.09], [0.05, -0.14, 0.02], [-0.04, 0.00, -0.01], [-0.01, 0.06, 0.03], [0.02, 0.01, -0.04], [-0.04, 0.01, -0.01], [0.00, -0.02, 0.06]], "fmax_ev_per_a": 0.920, "total_charge": -1, "molar_mass_g_mol": 574.66, "lumo_energy_ev": [2.9761, 1.4757], "orbital_gap_ev": [7.66, 6.56], "spin_multiplicity": 5}



{"formula": "C8H12FN6", "method": "wB97M-V/def2-TZVPD", "species": ["C", "C", "C", "C", "C", "C", "C", "C", "N", "N", "N", "N", "N", "N", "F", "H", "H", "H", "H", "H", "H", "H", "H", "H", "H", "H", "H"], "positions_angstrom": [[-4.419, 0.385, -0.655], [-4.171, -0.972, -0.348], [-3.405, 1.316, -0.730], [-2.838, -1.246, -0.090], [-2.084, 0.999, -0.550], [-1.783, -0.295, -0.153], [0.520, -0.176, 1.421], [3.483, -0.337, -0.384], [1.770, -0.312, 1.220], [-0.133, 0.119, 2.516], [3.664, -0.354, -1.744], [4.544, -0.016, 0.412], [-0.484, -0.751, -0.117], [2.214, -0.532, 0.007], [-0.403, -2.194, -0.024], [-5.355, 0.721, -0.789], [-5.008, -1.639, -0.193], [-3.638, 2.320, -0.996], [-2.702, -2.291, 0.236], [-1.256, 1.739, -0.730], [0.379, 0.276, 3.338], [-1.099, 0.146, 2.560], [4.667, -0.657, -2.012], [2.908, -0.090, -2.393], [5.406, 0.146, -0.005], [4.562, -0.140, 1.464], [1.454, -0.662, -0.713]], "atomic_forces_ev_per_a": [[2.41, -1.75, 0.67], [0.71, 2.86, 0.06], [-0.11, 0.06, -0.28], [-0.33, -1.58, 0.94], [1.79, 0.44, 0.21], [-2.57, -1.77, -0.60], [-0.32, -2.25, -3.57], [-0.65, 0.77, -0.52], [-1.23, 1.31, 3.25], [0.98, -0.13, -0.73], [2.46, -0.68, 0.72], [-2.83, -1.28, 2.13], [3.74, 0.46, 2.32], [0.78, -0.43, -3.15], [-0.23, 1.59, 0.35], [-3.32, 1.00, -0.57], [0.35, -0.32, -0.19], [-0.28, 0.64, -0.15], [0.73, 0.72, -0.28], [-1.02, -0.74, 0.30], [0.71, 0.33, 1.18], [-2.12, -0.06, -0.12], [-2.78, 0.95, -0.17], [1.06, -0.52, 0.51], [1.51, 0.37, -0.88], [-0.49, 0.10, -2.06], [1.03, -0.06, 0.63]], "fmax_ev_per_a": 4.430, "total_charge": 1, "molar_mass_g_mol": 211.22, "lumo_energy_ev": -3.0356, "orbital_gap_ev": 8.37}